Entry 1:
The following is a DFT calculation (ωB97M-V with the def2-TZVPD basis set) of one molecule with the formula C12H22N2OS.

Properties
orbital gap: 0.327 Ha
energy relative to the best compared isomer or geometry (same formula, charge and spin): 0.0 kcal per mole
lowest unoccupied orbital energy: 0.027 hartree
SMILES string: CC(C)CC(=O)NC(=S)N1CCCCCC1

Structure (ORCA input):
```
! wB97M-V def2-TZVPD RIJCOSX def2/J DEFGRID3
* xyz 0 1
H -2.9783 -0.4527 1.9246
C 1.6510 -0.2562 1.1990
H -3.0785 1.5624 -0.6150
H 1.9687 2.4726 -0.7435
H 4.5317 0.3152 0.5606
C -1.4462 -0.4673 0.4199
H 4.0807 -1.9561 0.8318
C -3.8166 -0.9637 -1.4017
H 5.0708 -0.3685 -0.9597
H -2.8742 -0.6822 -1.8645
H 0.7934 -0.5222 1.8181
H -3.8523 -2.0488 -1.3394
H -4.0364 1.6405 0.8753
C -3.9655 1.1845 -0.1114
H -4.8316 1.5042 -0.6864
H 3.0248 2.0718 0.6197
C 0.0842 1.4692 0.4453
C 2.3995 1.6456 -0.1755
H -4.8916 -0.6675 0.4277
S -0.2633 3.0111 -0.0423
H -4.6291 -0.6274 -2.0414
C 3.5379 -1.5203 -0.0103
H -1.7164 1.3262 1.3255
N 1.3013 0.9210 0.4277
H 3.6545 -2.2017 -0.8551
H -2.8700 -1.9361 0.9531
C 3.2666 0.7929 -1.1012
H 1.7701 -2.3677 0.8477
H 3.8823 1.4874 -1.6761
O -0.8030 -1.1309 -0.3559
H 1.4494 -1.4155 -0.5825
C -3.9433 -0.3396 -0.0153
H 2.4790 0.0138 1.8641
H 2.6345 0.2523 -1.8050
C 4.1845 -0.1737 -0.3528
N -0.9927 0.7246 0.9500
C 2.0476 -1.4505 0.3264
C -2.8232 -0.8463 0.9184
*
```

Entry 2:
The following is a DFT calculation (ωB97M-V with the def2-TZVPD basis set) of one molecule with the formula C12H22O12.

Properties
orbital gap: 0.368 Ha
energy relative to the best compared isomer or geometry (same formula, charge and spin): 4.5 kcal per mole
lowest unoccupied orbital energy: 0.010 hartree
SMILES string: O=C(O)[C@@H](O)[C@H](O)[C@H](O[C@H]1O[C@H](CO)[C@H](O)[C@@H](O)[C@H]1O)[C@@H](O)CO

Structure (ORCA input):
```
! wB97M-V def2-TZVPD RIJCOSX def2/J DEFGRID3
* xyz 0 1
H -0.5771 -1.5712 3.6300
H -2.7025 0.2398 -2.2236
O -0.6160 0.9907 2.4968
H -1.1002 0.8490 1.6627
H -1.1508 0.5365 -4.2130
H 0.9745 0.2703 -2.4149
C 1.3710 0.2118 1.3422
O -1.3023 -0.3558 -0.0036
C -0.2198 -1.3920 2.6092
O 0.6337 -2.4253 2.1796
H 0.5212 -1.1889 -0.5605
O 2.6154 2.3644 -1.0454
O 3.6916 0.8504 0.9788
H -2.4916 -3.2234 -1.3057
O 0.7482 3.4455 -0.4832
H 0.3859 2.4311 2.2270
O 0.6786 0.7062 0.2032
H 0.9590 0.2134 3.4711
O -0.6172 -3.1203 -0.5629
O 1.0131 3.1565 2.0143
H -3.1851 -0.9745 -0.2381
C 0.4046 0.0228 2.5450
H -0.1269 2.1857 -1.7675
O -0.9999 -0.4184 -4.1726
H 2.9762 3.3071 1.5446
H -2.4065 -3.0174 0.4559
C -2.3007 -0.7870 -2.1785
H 1.8396 -0.7523 1.1014
C -2.2153 -1.1950 -0.6985
C 2.1198 2.6615 1.3074
H 2.7623 1.1517 2.7187
H -2.8824 -1.6349 -3.7968
H -0.2105 -3.0419 0.3115
H 1.3524 -2.5404 2.8111
C 2.5246 1.2102 1.6491
O -0.6652 1.5076 -2.1993
H -1.0809 -1.4151 1.9387
H 0.3417 3.6942 0.3828
H -0.4534 -1.7564 -2.7720
C 1.8636 2.7858 -0.2042
O -3.1529 -1.6625 -2.8674
C -0.0078 -0.2244 -0.5722
H 3.6095 1.1225 0.0465
C -0.9027 -0.7594 -2.8157
C -0.0570 0.2533 -2.0337
C -1.9620 -2.7119 -0.4981
*
```

Entry 3:
The following is a DFT calculation (ωB97M-V with the def2-TZVPD basis set) of C12H23AlBrCl5F3MgNO4PS as an isolated structure.

Properties
orbital gap: 0.057 Ha
lowest unoccupied orbital energy: -0.285 hartree

Structure (ORCA input):
```
! wB97M-V def2-TZVPD RIJCOSX def2/J DEFGRID3
* xyz 1 1
Cl -0.6613 0.0480 -3.9022
H 0.8031 -2.4868 -1.3894
C -1.5069 1.4304 -8.0944
H 3.1321 -5.2751 0.7131
H 2.1530 1.9809 4.6945
F 0.8896 -4.5718 -3.6530
C -1.3964 2.4189 -6.9563
S 2.5060 -2.0428 3.4182
H 4.0563 -3.0002 1.3391
H 2.8479 -4.9000 2.4160
H -0.4557 2.9644 -7.0326
O 3.8851 -1.6663 3.5661
Cl -1.9291 -0.4743 -1.3455
H 0.9225 -1.5270 -2.8061
H -1.1150 4.6864 4.1707
F 4.0057 3.2180 3.8937
H -2.3861 -0.0182 3.5454
Br -5.5054 -0.9229 -3.4404
Cl -2.7043 3.6307 -6.9896
C 2.6034 -4.6055 1.3941
C 2.9936 -3.1634 1.1347
H 2.8280 -2.9310 0.0826
Al 2.0085 1.6186 2.3265
Cl -3.4086 0.8896 -3.4355
H 1.7693 3.6829 3.2272
O 2.1837 -2.2551 1.8824
H 0.4752 -0.8641 3.3154
H 2.1813 -1.5194 -1.6424
C 1.4917 -0.6146 3.6093
C -3.2043 2.0000 3.5122
H -1.4228 1.9195 -5.9881
C -2.1805 -0.3361 -3.0792
P 1.2984 3.0861 4.4350
H 1.3905 4.1020 5.4247
O 2.1201 -3.2245 -2.8198
C -1.4616 3.6338 4.0054
H 1.8944 0.1842 2.9651
H -3.6262 4.2409 3.6426
F 0.4373 -1.3214 1.4467
H 1.5284 -4.7426 1.2660
Mg -6.2053 0.4568 -5.6598
H -0.6275 0.7869 -8.1141
C 1.5218 -2.2211 -2.1867
H 1.5188 -0.3139 4.6590
C -0.4674 2.5860 4.0822
H -1.5840 1.9318 -9.0581
N -0.8037 1.2844 3.9055
Cl -2.9255 0.3640 -7.9131
C -2.1039 1.0610 3.6581
O 1.9285 -3.1010 4.1881
H -4.2469 1.6776 3.2851
H -2.5376 -1.2929 -3.4517
C -2.8763 3.4285 3.6972
*
```

Entry 4:
The following is a DFT calculation (ωB97M-V with the def2-TZVPD basis set) of C12H23B2F4GeN4O4RuS3Sb as an isolated structure.

Properties
orbital gap (alpha / beta): 0.220 / 0.216 Ha
energy relative to the best compared isomer or geometry (same formula, charge and spin): 44.2 kcal per mole
lowest unoccupied orbital energy (alpha / beta): -0.028 / -0.068 hartree

Structure (ORCA input):
```
! wB97M-V def2-TZVPD RIJCOSX def2/J DEFGRID3
* xyz 0 5
C 5.8607 0.0089 2.9495
H -2.5376 -2.0263 2.4538
O -1.0453 -0.1483 2.2161
C 0.9655 4.0123 -2.4850
F 1.9161 -0.7782 -3.0312
S 2.3167 -0.9067 -1.4192
C 0.7274 2.9049 -1.5135
C 3.7947 -1.9735 4.4449
H 4.2361 -2.8169 3.9141
O 0.2529 2.0496 1.9515
O -0.9159 -0.9214 -2.9184
H 2.7400 -2.1937 4.6102
H 0.1385 4.7257 -2.4802
H 3.5719 1.3078 5.2851
Sb 1.6897 -3.4423 -1.2702
H -2.5401 -2.6957 -2.6747
F 1.6758 -0.5341 1.7891
H 2.0298 4.7486 0.3426
H 0.8765 4.3365 1.6139
O 0.2032 1.3716 -3.2345
C -1.7877 -1.7290 -0.9323
H -3.7153 -2.5430 -1.3537
Ru 0.0209 0.3787 -0.4621
H 3.3824 0.1496 0.9222
H 1.8733 4.5593 -2.2281
H 4.2838 -1.8771 5.4141
F -0.3041 -0.0623 -4.9113
C -2.7216 -2.2788 1.4141
B -0.2842 0.1355 -3.6024
H 3.3881 2.1096 3.7207
H -2.5378 -3.3444 1.2720
F -0.4260 1.1806 3.9245
C -2.6680 -2.7266 -1.5968
C 0.7620 3.0849 -0.1078
S 0.5858 -3.6331 0.7293
S 3.4688 -4.1734 0.0576
Ge 3.9894 -0.3464 3.3905
C -1.8157 -1.5106 0.5206
H -2.4094 -3.7250 -1.2364
N 0.4605 1.6419 -1.8907
C 3.1768 1.1947 4.2753
H 6.4611 0.1503 3.8478
N -0.9433 -0.9453 -1.5412
H 1.0690 3.6185 -3.4923
N 0.5376 1.9538 0.5864
C 3.0874 -0.6092 1.6525
B -0.3590 1.0078 2.6094
H -3.7676 -2.0747 1.1770
N -1.0130 -0.5599 0.9044
H 0.3313 5.1686 0.1515
H 3.2997 -1.6030 1.2451
H 6.2842 -0.8220 2.3852
H 2.0960 1.0801 4.3478
C 1.0106 4.4073 0.5380
H 5.9394 0.9105 2.3410
*
```

Entry 5:
The following is a DFT calculation (ωB97M-V with the def2-TZVPD basis set) of C12H23BClF2N3O2RuS as an isolated structure.

Properties
orbital gap: 0.284 Ha
energy relative to the best compared isomer or geometry (same formula, charge and spin): 0.0 kcal per mole
lowest unoccupied orbital energy: 0.023 hartree

Structure (ORCA input):
```
! wB97M-V def2-TZVPD RIJCOSX def2/J DEFGRID3
* xyz 0 1
O -1.4614 2.8052 -0.4100
H -2.1045 -4.4654 -0.7357
O 0.2147 1.2719 -0.7919
H 0.1746 5.2493 -2.0544
H 1.6942 -4.1146 1.6367
H -1.2169 4.2842 -2.5817
N -2.2761 -3.4540 1.1084
H 0.9233 3.2472 -3.4021
S -0.5398 -2.1787 2.6766
C 0.5464 2.3709 -2.8743
H -0.4968 2.2155 -3.1528
C -0.6978 4.6876 -1.7145
C -0.2750 3.5969 -0.7537
C 0.7003 2.5306 -1.3714
C 1.8702 -0.4184 1.8067
H 0.8162 -1.1913 -1.3115
H 2.1015 -0.9781 2.7107
Cl 1.5050 1.3037 2.4320
C 0.2289 4.2011 0.5442
N -2.5070 -0.5993 0.4866
C 0.9813 -4.7810 2.1151
N -0.3516 -4.6053 1.5463
C -1.0880 -3.5098 1.6998
B -1.0551 1.5190 -0.3617
H -3.7504 -4.1685 -0.1517
H 0.5131 3.4279 1.2550
H -0.6226 -5.2483 0.8205
H 2.7449 1.9171 -1.4647
H -2.7843 -5.4270 0.6111
C -2.7432 -4.4374 0.1523
H -0.5699 4.7991 0.9829
F 1.4350 -2.7617 -0.2478
H 1.1187 1.5003 -3.1935
H -1.3686 5.3771 -1.2021
F -0.6200 -2.5428 -0.9950
H 2.5233 3.6677 -1.3564
H 2.2975 2.6476 0.0812
C -1.9200 0.3395 0.1420
H 0.9604 -4.5769 3.1813
H -2.6780 -2.5247 1.0690
H 2.7536 -0.3220 1.1776
Ru 0.0494 -0.5982 1.0336
C 2.1549 2.7053 -0.9954
H 1.0884 4.8479 0.3657
H 1.2773 -5.8156 1.9531
C 0.4545 -1.7938 -0.4662
*
```

Entry 6:
The following is a DFT calculation (ωB97M-V with the def2-TZVPD basis set) of C12H23BrInN2 as an isolated structure.

Properties
orbital gap: 0.254 Ha
lowest unoccupied orbital energy: 0.095 hartree

Structure (ORCA input):
```
! wB97M-V def2-TZVPD RIJCOSX def2/J DEFGRID3
* xyz -1 1
C 1.5493 2.2633 -0.3000
H -2.4181 -0.6564 0.0002
H 1.6676 -0.9641 1.0372
C -3.3043 1.1891 0.1613
H -3.4734 1.7496 -0.7662
H 2.0416 -6.8583 0.0624
H -1.7817 3.3565 2.4594
N -2.1420 0.3127 0.0305
Br 3.2849 2.9314 -1.0043
H 3.6978 -3.2235 -1.5139
H -0.1104 -5.6517 0.3106
H 2.5015 0.3556 -0.7479
H 4.0057 -5.6227 -0.8757
H -3.4856 1.6808 2.2632
H 0.2424 0.0553 1.2703
H 1.8314 0.6107 1.8214
H -1.0596 2.0676 1.5135
H -0.9545 1.9611 -2.3150
H 1.4801 -2.1757 -1.1835
C 0.7593 -5.1437 -0.0933
C 1.6364 -3.2176 -0.9256
C 1.3069 0.0703 1.0251
H -2.4831 4.2526 -0.0430
N 0.5870 -3.8685 -0.4289
C 1.5501 0.7199 -0.3468
H -3.9196 2.9908 1.1666
In -0.2029 3.2449 -1.3171
C 1.9624 -5.8202 -0.2321
H 1.6044 2.5937 0.7418
H 0.3072 4.6102 -2.3085
H -4.1924 0.5632 0.3129
H -1.6299 0.5092 -0.8216
H -1.0214 4.7491 0.7797
C -3.1904 2.1862 1.3340
C 3.0482 -5.1328 -0.7517
C 2.8818 -3.8051 -1.1069
H 0.7699 0.3831 -1.0391
C -1.8158 2.8593 1.4788
C -1.5309 3.8739 0.3522
*
```

Entry 7:
The following is a DFT calculation (ωB97M-V with the def2-TZVPD basis set) of an isolated ion of composition C12H23FN and charge +1.

Properties
orbital gap (alpha / beta): 0.281 / 0.276 Ha
energy relative to the best compared isomer or geometry (same formula, charge and spin): 150.6 kcal per mole
lowest unoccupied orbital energy (alpha / beta): -0.171 / -0.174 hartree

Structure (ORCA input):
```
! wB97M-V def2-TZVPD RIJCOSX def2/J DEFGRID3
* xyz 1 1
H 1.9930 -3.0521 -0.8697
C -1.0718 0.7215 0.2975
H -0.0255 2.5965 -0.3748
H 1.0836 -1.9396 -1.5418
H -1.1211 -0.4870 -2.1637
H 0.4108 -2.8314 -0.1514
H -0.8096 2.0792 1.7552
H -2.3085 -1.6920 -2.0306
N 1.3338 0.0782 0.4572
H 1.4530 1.6745 1.5964
H -4.2682 -0.7492 -0.1761
H -3.8738 0.8399 -0.3324
C 2.2519 1.0920 1.2042
H 1.4232 0.2113 -0.5714
H 4.1867 -1.3013 1.0811
H -3.8419 -0.1556 1.2853
C -1.5045 -1.4450 0.5399
C -2.1944 -0.3484 -0.2432
C -3.6384 -0.0547 0.1570
H 3.9071 -2.3128 -0.1784
F -2.0896 -2.1046 1.5497
H -2.5984 2.0060 1.3571
C 1.9652 -1.3504 0.4963
C 3.5423 -1.4237 0.2360
H -1.7772 2.4448 -0.9705
C 1.3670 -2.3347 -0.5389
H 2.8495 0.7221 2.0346
H -1.9627 0.9105 2.2642
H -2.9051 -0.0495 -2.2020
H -0.2929 1.4172 -1.6159
H 3.9742 -0.5393 -0.4256
C -0.7827 1.8085 -0.7443
C -1.6599 1.5194 1.4874
C 0.0463 0.0399 1.0734
H 2.7968 1.5938 0.5242
C -2.1614 -0.7173 -1.7806
H 1.6212 -1.6242 1.4208
*
```

Entry 8:
The following is a DFT calculation (ωB97M-V with the def2-TZVPD basis set) of an isolated ion of composition C12H23FN and charge +1.

Properties
orbital gap: 0.348 Ha
energy relative to the best compared isomer or geometry (same formula, charge and spin): 0.0 kcal per mole
lowest unoccupied orbital energy: -0.091 hartree
SMILES string: CC(C)=C(F)/C(C)=C(\C)[N@@H+](C)C(C)C

Structure (ORCA input):
```
! wB97M-V def2-TZVPD RIJCOSX def2/J DEFGRID3
* xyz 1 1
H -3.3884 1.9915 -2.1033
H -1.3799 2.2369 -2.3133
H 3.5106 0.0257 -0.5279
H -3.5540 2.3047 -0.2878
H -0.8379 -2.0438 -1.5741
C -0.6351 1.4791 -2.1024
C 0.1767 1.2850 1.5464
C -0.1172 -0.2825 -0.4941
H 4.0997 -2.6814 1.2993
H 4.4598 -1.4322 2.5466
C 3.7801 0.0359 0.5551
H -2.8025 -0.4624 -1.8237
C -3.0878 -0.5381 0.3940
H 0.6274 -1.1921 -2.3562
C 2.8510 -0.9131 1.3008
H 0.6082 2.2223 1.2345
H 4.8149 -0.1743 0.5724
H -4.0655 -0.8733 0.3302
C 0.5166 -0.0517 0.6995
H 3.1690 -2.5205 2.7252
C 1.4990 -0.8552 1.4059
H -0.4818 0.7863 -2.9570
H 3.6111 1.1276 0.7972
C 0.0450 -1.4628 -1.3944
F 0.8378 -1.8934 1.9595
H -2.9059 0.1001 1.3370
H -4.5301 0.9416 -1.3881
H -2.5182 -1.3678 0.5110
C 3.6544 -2.0071 1.9719
C -3.5672 1.4723 -1.1287
H -0.9401 1.5189 1.3837
N -1.1414 0.7083 -0.8756
C -2.6770 0.2298 -0.9123
H -1.0021 1.4316 -0.1574
H 0.3517 1.0813 2.5678
H 0.3508 1.9859 -1.8332
H 0.6683 -2.2131 -0.9085
*
```

Calculated molar mass, 242.4, 358.3, 673.8, 776.6, 458.7, 390.1, 200.3, 200.3 g/mol (same order as the records).
Calculated max |F|, 0.64, 0.79, 4.00, 0.42, 0.65, 0.29, 4.92, 4.55 eV Å⁻¹ (same order as the records).